Here is a 3-piece molecular cluster, C20H31F6O4P2 overall at a distorted geometry from the Open Molecules 2025 dataset. Energies are from ωB97M-V with the def2-TZVPD basis set.

Electronic energy (eV): -64309.290
LUMO level (eV): -2.93
Total charge: +1
Highest occupied orbital energy (Ha): -0.4525

Last columns: bonded neighbours and bond lengths (Å).
Atoms and positions in Å:
1 C 1.4702 0.9998 -0.3059  C2 1.531, H15 1.086, H16 1.087, H17 1.084
2 C 0.0686 0.5367 -0.7135  C1 1.531, P3 1.843, H18 1.087, H19 1.084
3 P -1.2559 0.7060 0.5575  C2 1.843, C4 1.842, P6 2.156
4 C -2.4046 2.0717 0.1022  P3 1.842, C5 1.545, H20 1.088, H21 1.085
5 C -3.6028 1.4492 -0.6498  C4 1.545, H22 1.088, H23 1.082, H24 1.082
6 P -0.3626 1.1339 2.4722  P3 2.156, C7 1.815, H25 1.404, H26 1.396
7 C -1.3206 0.2092 3.7064  P6 1.815, C8 1.554, H27 1.085, H28 1.087
8 C -0.5671 -1.0097 4.3070  C7 1.554, C9 1.506, H29 1.086, H30 1.083
9 C 0.4973 -1.5676 3.3988  C8 1.506, C10 1.397, C14 1.399
10 C 1.8288 -1.5617 3.8203  C9 1.397, C11 1.392, H31 1.079
11 C 2.8286 -2.0398 2.9787  C10 1.392, C12 1.395, H32 1.078
12 C 2.4928 -2.5233 1.7144  C11 1.395, C13 1.392, H33 1.079
13 C 1.1645 -2.5394 1.2970  C12 1.392, C14 1.391, H34 1.080
14 C 0.1612 -2.0645 2.1354  C9 1.399, C13 1.391, H35 1.080
15 H 1.9963 0.2362 0.2590  C1 1.086
16 H 2.0545 1.1539 -1.2090  C1 1.087
17 H 1.4721 1.9470 0.2216  C1 1.084
18 H -0.2651 1.0885 -1.5882  C2 1.087
19 H 0.1003 -0.5178 -0.9637  C2 1.084
20 H -2.7594 2.5013 1.0362  C4 1.088
21 H -1.9139 2.8455 -0.4782  C4 1.085
22 H -3.3020 0.5189 -1.1267  C5 1.088
23 H -4.3953 1.1957 0.0424  C5 1.082
24 H -3.9454 2.1299 -1.4186  C5 1.082
25 H -0.4732 2.4852 2.8350  P6 1.404
26 H 0.9998 0.8367 2.5436  P6 1.396
27 H -1.6828 0.8957 4.4644  C7 1.085
28 H -2.2021 -0.1510 3.1816  C7 1.087
29 H -1.3089 -1.7839 4.4787  C8 1.086
30 H -0.1540 -0.7190 5.2650  C8 1.083
31 H 2.0565 -1.1830 4.8044  C10 1.079
32 H 3.8507 -2.0238 3.3194  C11 1.078
33 H 3.2715 -2.8896 1.0635  C12 1.079
34 H 0.9137 -2.9158 0.3167  C13 1.080
35 H -0.8771 -2.0475 1.8384  C14 1.080
36 C 6.5661 4.2590 -2.9512  C37 1.512, H45 1.090, H46 1.089, H47 1.089
37 C 5.4462 3.7253 -3.8158  C36 1.512, O38 1.447, H48 1.087, H49 1.089
38 O 4.1991 3.6784 -3.0839  C37 1.447, C39 1.324
39 C 3.5282 4.8175 -3.0140  O38 1.324, O40 1.192, C41 1.539
40 O 3.8313 5.8708 -3.4826  C39 1.192
41 C 2.2146 4.5906 -2.2451  C39 1.539, F42 1.345, F43 1.343, F44 1.325
42 F 2.4084 3.8501 -1.1391  C41 1.345
43 F 1.3335 3.9313 -3.0155  C41 1.343
44 F 1.6693 5.7417 -1.8811  C41 1.325
45 H 6.6583 3.6703 -2.0381  C36 1.090
46 H 7.5091 4.2129 -3.4936  C36 1.089
47 H 6.3836 5.2947 -2.6663  C36 1.089
48 H 5.6391 2.6968 -4.1117  C37 1.087
49 H 5.3151 4.3184 -4.7191  C37 1.089
50 C -2.1244 -4.2587 -0.1435  C51 1.514, H59 1.090, H60 1.090, H61 1.089
51 C -3.0664 -3.1968 -0.6714  C50 1.514, O52 1.433, H62 1.090, H63 1.091
52 O -4.1054 -3.7638 -1.4789  C51 1.433, C53 1.330
53 C -5.1445 -4.2547 -0.8097  O52 1.330, O54 1.194, C55 1.540
54 O -5.2876 -4.2575 0.3756  C53 1.194
55 C -6.1940 -4.7913 -1.7999  C53 1.540, F56 1.335, F57 1.339, F58 1.325
56 F -5.6172 -5.5100 -2.7656  C55 1.335
57 F -6.8366 -3.7607 -2.3640  C55 1.339
58 F -7.0770 -5.5502 -1.1678  C55 1.325
59 H -1.7177 -4.8445 -0.9683  C50 1.090
60 H -1.2996 -3.7997 0.4012  C50 1.090
61 H -2.6340 -4.9473 0.5297  C50 1.089
62 H -2.5276 -2.5127 -1.3263  C51 1.090
63 H -3.5042 -2.6138 0.1399  C51 1.091